Entry 1:
{"formula": "C23H72N12O13", "method": "the ωB97M-V functional and the def2-TZVPD basis", "elements": ["C", "O", "H", "H", "H", "H", "C", "O", "H", "H", "H", "H", "C", "O", "N", "N", "H", "H", "H", "H", "C", "O", "N", "N", "H", "H", "H", "H", "C", "O", "N", "N", "H", "H", "H", "H", "C", "O", "N", "N", "H", "H", "H", "H", "C", "O", "N", "N", "H", "H", "H", "H", "C", "O", "N", "N", "H", "H", "H", "H", "C", "C", "C", "O", "H", "H", "H", "H", "H", "H", "H", "H", "C", "C", "C", "O", "H", "H", "H", "H", "H", "H", "H", "H", "C", "C", "C", "O", "H", "H", "H", "H", "H", "H", "H", "H", "C", "C", "C", "O", "H", "H", "H", "H", "H", "H", "H", "H", "C", "C", "C", "O", "H", "H", "H", "H", "H", "H", "H", "H"], "coordinates": [[5.114775, -16.919725, 27.343554], [5.697293, -15.827639, 26.776448], [5.131185, -16.822893, 28.418947], [5.588150, -17.858852, 27.094368], [4.089090, -17.068045, 27.040773], [5.144309, -15.060431, 26.927705], [8.287692, -13.631538, 24.568023], [7.289869, -13.838088, 25.521748], [9.078432, -14.157577, 24.966274], [8.630494, -12.590725, 24.652553], [8.131546, -13.981665, 23.541059], [6.527155, -13.888775, 24.950283], [7.344631, -17.133460, 24.077001], [6.233462, -16.422971, 23.632925], [7.701620, -17.187879, 25.292105], [8.175661, -17.633210, 23.246313], [7.002113, -16.745851, 25.873603], [8.566617, -17.551877, 25.696875], [7.865237, -17.466782, 22.257172], [8.865075, -18.361847, 23.389532], [6.326280, -17.514446, 30.909046], [5.033796, -17.417332, 31.489765], [6.607613, -18.268566, 29.889832], [7.320931, -16.716542, 31.153505], [5.913172, -18.930971, 29.567987], [7.528599, -18.380810, 29.430872], [7.115940, -16.152016, 31.942892], [8.237599, -16.965863, 30.933778], [8.452018, -19.619786, 27.549406], [9.095147, -20.578853, 28.349326], [8.653347, -18.381188, 27.902452], [7.600838, -19.819523, 26.618327], [9.312715, -18.336207, 28.627908], [8.068840, -17.552091, 27.729633], [7.351945, -20.756956, 26.243701], [7.300272, -19.020534, 26.018873], [3.758055, -13.299335, 27.225199], [2.899514, -12.821940, 26.300061], [3.427261, -14.120511, 28.187896], [5.009616, -13.042096, 27.166384], [2.423525, -14.361301, 28.267656], [4.013022, -14.406149, 28.987873], [5.302263, -12.477962, 26.372393], [5.718832, -13.224044, 27.925120], [2.386123, -19.702026, 26.007494], [3.716694, -19.618821, 26.485311], [1.276264, -19.704802, 26.756890], [2.175064, -19.873854, 24.732498], [1.450824, -19.532080, 27.738531], [0.285703, -19.645140, 26.326502], [3.001543, -20.138959, 24.140497], [1.275786, -20.104727, 24.321734], [7.615938, -13.998372, 29.256405], [8.158622, -13.723302, 30.442033], [7.135085, -15.149481, 28.998362], [7.469672, -13.111599, 28.333335], [7.217701, -15.853030, 29.804383], [6.599035, -15.432857, 28.198870], [7.834981, -12.193646, 28.533359], [7.413736, -13.352406, 27.321139], [3.308755, -16.915457, 24.144607], [2.576563, -15.921098, 25.018353], [1.903580, -14.837477, 24.220897], [1.677864, -16.508814, 25.670581], [2.641059, -17.618184, 23.586007], [3.962074, -17.521674, 24.729952], [3.799084, -16.407282, 23.366579], [3.288797, -15.485857, 25.720998], [1.419699, -14.159506, 24.968159], [1.228370, -15.170025, 23.422261], [2.674617, -14.259813, 23.779262], [2.053868, -16.904016, 26.452897], [5.540649, -19.892934, 24.083008], [4.839559, -19.810013, 22.732923], [5.677951, -18.994875, 21.728610], [4.539367, -20.900952, 22.256983], [6.598574, -20.050273, 23.963976], [5.275882, -20.706619, 24.738176], [5.383944, -18.972366, 24.660562], [3.845065, -19.386626, 22.986310], [5.528254, -17.891567, 21.713836], [5.477744, -19.295556, 20.708476], [6.740670, -19.284604, 21.886706], [5.281435, -21.281946, 21.853008], [6.094150, -21.387733, 30.252725], [5.442083, -21.060764, 28.888963], [4.331743, -22.001892, 28.471796], [4.943439, -19.948633, 28.832713], [5.359661, -21.286071, 31.036986], [6.936603, -20.640772, 30.407715], [6.411987, -22.463686, 30.220177], [6.151084, -21.222363, 28.139801], [3.564560, -22.042755, 29.221192], [4.687936, -23.045802, 28.452214], [3.958674, -21.823666, 27.448311], [4.596659, -19.805601, 27.979473], [3.154409, -15.078393, 32.678223], [3.885783, -14.342951, 31.571907], [5.283576, -13.899377, 32.034018], [4.117464, -15.065024, 30.567003], [3.591755, -15.987715, 32.977678], [2.161770, -15.281945, 32.308828], [3.024402, -14.369769, 33.488945], [3.317859, -13.401993, 31.366358], [5.704298, -13.451894, 31.180297], [5.896265, -14.776068, 32.325461], [5.252662, -13.215987, 32.820127], [4.231221, -15.958984, 30.881200], [2.012840, -18.684708, 31.618097], [1.658175, -18.728285, 30.158738], [2.261625, -17.567429, 29.375032], [1.993808, -19.744331, 29.579838], [1.379477, -19.287749, 32.179786], [1.834097, -17.655670, 31.941963], [3.045294, -18.999123, 31.807106], [0.639624, -18.682071, 30.073439], [1.864453, -16.607773, 29.820220], [2.119503, -17.555476, 28.293775], [3.328248, -17.630269, 29.488326], [2.931073, -19.873014, 29.664005]], "forces_ev_per_a": [[-1.55, -1.37, 1.20], [1.18, 0.52, -1.25], [-0.18, -0.20, 0.55], [0.55, -0.12, -0.33], [-0.36, 0.05, -0.16], [-0.29, 0.52, -0.31], [1.15, 1.46, 0.04], [-1.27, -0.03, -0.67], [2.27, -1.41, 0.38], [-0.27, 0.04, -0.77], [-0.56, 0.22, 0.35], [-1.18, -0.43, 0.48], [-6.27, 4.96, -3.79], [5.26, -3.34, 2.24], [-0.14, -0.07, 5.47], [1.68, -1.33, -6.06], [0.23, 0.50, 0.57], [-0.39, 0.47, -0.76], [0.73, -0.51, 1.46], [-0.29, 0.37, 0.34], [-6.68, -0.79, 1.02], [6.41, -0.53, -2.61], [-0.03, -2.02, -1.30], [-0.22, 2.07, 3.34], [-0.39, 0.01, -0.20], [-1.02, 0.35, 1.08], [0.76, 0.94, 0.68], [1.54, -0.34, 0.02], [3.83, -6.48, 5.79], [-3.20, 4.34, -4.38], [0.38, 3.76, 0.07], [-2.86, -1.40, -4.23], [1.09, 0.43, 0.88], [0.42, -0.86, -0.06], [0.58, 1.11, 0.87], [0.17, -1.07, 0.77], [-6.41, 2.23, -4.50], [3.42, -2.02, 3.90], [-2.58, -1.94, 1.73], [4.89, 1.32, -0.41], [1.15, 0.36, -0.08], [-0.37, 0.20, -0.42], [-0.05, -0.08, 0.55], [-1.36, 0.60, -1.06], [4.52, -0.23, 2.61], [-6.33, -0.05, -1.85], [-1.21, 0.57, -0.13], [1.65, -1.17, -3.37], [-0.46, -0.22, 0.34], [2.70, -0.06, 1.15], [-1.45, 0.54, 1.15], [0.28, 0.21, 0.48], [3.36, 1.43, 7.19], [-1.69, -0.84, -4.19], [-0.68, -5.71, 1.27], [0.34, 3.73, -3.64], [-0.36, 1.87, -1.65], [0.13, 0.55, -0.54], [0.09, -0.07, 0.08], [0.30, -0.03, 1.00], [-0.99, -0.51, -0.96], [4.52, 2.74, -4.60], [-0.27, 1.09, 0.77], [-6.68, -4.24, 5.34], [-0.11, 0.69, 0.76], [0.71, -0.36, 0.28], [1.34, 0.58, -0.76], [0.50, 0.66, -0.32], [0.07, -0.55, -0.90], [0.03, -0.26, 0.43], [0.69, 0.80, -0.69], [-0.21, -0.45, 0.38], [0.76, 0.80, 0.77], [1.08, 8.86, 4.06], [0.35, 0.93, -0.08], [-3.49, -9.41, -3.54], [0.86, 0.13, -0.40], [-0.93, -0.40, -0.02], [0.15, -0.20, -0.19], [0.74, 1.17, -0.58], [0.38, -0.76, 0.60], [-0.51, -0.36, -0.26], [-0.54, 0.47, 0.00], [1.47, -1.43, -1.04], [0.64, -0.04, -1.03], [2.50, -10.62, 1.20], [0.49, -3.00, -0.11], [-3.29, 10.82, 1.92], [-0.27, 0.16, 0.40], [-0.81, -1.45, 0.06], [0.15, 1.18, 0.17], [2.08, -0.26, -1.19], [-0.83, 0.39, 0.21], [0.10, 0.13, -0.07], [0.01, 0.38, 0.67], [-1.62, 0.94, -2.36], [-1.22, 1.78, -0.44], [0.37, 4.59, 6.83], [-0.62, -1.15, 0.28], [-0.17, -3.88, -6.98], [0.87, -1.00, 0.42], [-0.59, -0.31, -0.07], [0.07, -0.18, 0.48], [0.12, -0.58, -0.33], [0.99, 0.65, -0.88], [-0.49, 0.51, -0.11], [0.14, 1.23, 1.47], [0.62, -1.49, -0.11], [0.88, 1.65, -0.19], [-0.94, 8.87, 3.62], [-0.67, 2.38, 1.20], [2.73, -11.12, -5.26], [-1.22, -1.31, 0.96], [0.40, -0.11, 0.36], [-0.02, 0.38, -0.13], [-3.16, 0.64, 0.07], [0.76, -0.63, -0.70], [-0.63, -0.34, 0.11], [0.65, 0.24, 0.39], [1.11, -0.50, -0.27]], "energy_ha": -2554.478714, "gap_ev": 8.971, "largest_force_ha_per_bohr": 0.2451, "e_homo_ev": -9.0, "de_lowest_ev": 12.0001, "e_lumo_ev": 0.0, "total_charge": 0}



Entry 2:
{"formula": "C3H6O", "method": "the ωB97M-V functional and the def2-TZVPD basis", "elements": ["O", "C", "C", "C", "H", "H", "H", "H", "H", "H"], "coordinates": [[0.496310, -0.121936, 1.878835], [0.193603, 0.432367, 0.738705], [-0.551136, -0.313347, -0.328902], [-0.101120, 0.017802, -1.754398], [0.650509, 1.388078, 0.445220], [-1.653640, -0.205008, -0.327465], [-0.399857, -1.386026, -0.169004], [-0.552915, -0.618886, -2.543611], [0.982276, -0.096259, -1.892083], [-0.330900, 1.046020, -2.076023]], "forces_ev_per_a": [[-0.19, 0.17, -0.38], [0.08, -0.25, 0.47], [0.04, -0.13, -0.47], [0.22, 0.08, -0.94], [0.03, 0.14, -0.09], [-0.12, 0.14, 0.18], [0.12, -0.12, 0.14], [-0.10, 0.05, 0.45], [-0.07, 0.01, 0.27], [-0.01, -0.08, 0.37]], "energy_ha": -193.087635, "spin_multiplicity": 2, "gap_ev": [4.069, 7.226], "largest_force_ha_per_bohr": 0.0188, "s2": 0.754, "e_homo_ev": [0.6, -2.7], "de_lowest_ev": 0.0000, "e_lumo_ev": [4.7, 4.5], "total_charge": -1}



Entry 3:
{"formula": "C5H11N2", "method": "the ωB97M-V functional and the def2-TZVPD basis", "elements": ["C", "C", "C", "C", "C", "N", "N", "H", "H", "H", "H", "H", "H", "H", "H", "H", "H", "H"], "coordinates": [[0.307724, 1.471334, 1.944420], [0.801587, -0.801113, -1.450962], [0.038248, 0.548990, -1.336053], [0.686176, 0.106342, 1.465975], [-1.389490, -1.144084, -0.040236], [1.524582, 1.045397, 1.174141], [-0.124364, -0.436317, -0.391828], [-0.416270, 2.005054, 1.375331], [0.452117, 1.814675, 2.896075], [0.592070, -1.593384, -2.248458], [1.917507, -0.651568, -1.256981], [0.706933, 1.433013, -1.095724], [-0.796392, 0.740849, -2.178704], [0.711654, -0.795409, 1.938226], [-1.916387, -0.921001, 0.872628], [-1.919482, -1.121263, -1.042311], [-1.076919, -2.220419, 0.099391], [2.529529, 1.343203, 1.112277]], "forces_ev_per_a": [[0.66, -1.10, -3.44], [0.98, 0.84, -0.83], [-0.25, 1.24, -4.10], [-0.20, 2.20, -1.81], [1.27, -2.41, -3.22], [0.93, 1.68, 0.31], [-0.02, -0.88, 4.49], [-0.40, 0.37, -0.49], [0.32, 0.25, 2.57], [-0.23, 1.31, 1.45], [-1.71, -0.61, 0.21], [-1.05, -1.00, -0.02], [1.78, -0.39, 2.36], [0.27, -2.63, 0.74], [-0.08, 1.14, -0.07], [-0.46, -0.08, 1.68], [-0.34, 1.00, -0.20], [-1.49, -0.93, 0.34]], "energy_ha": -306.195319, "gap_ev": 10.373, "largest_force_ha_per_bohr": 0.0890, "e_homo_ev": -14.1, "de_lowest_ev": 5.1200, "e_lumo_ev": -3.7, "total_charge": 1}